Record 1
C24H20Cl6N4O3ReSe | wB97M-V/def2-TZVPD

```
59
C24H20Cl6N4O3ReSe, DFT wB97M-V/def2-TZVPD
Re 0.69632 -0.00497 -0.07438
Cl -3.01406 -1.79398 -6.06725
C -2.07887 -1.08601 -4.81682
C -1.06289 -0.16818 -5.14069
C -0.30637 0.40941 -4.15516
C -0.49868 0.08499 -2.80174
O 0.28666 0.66552 -1.90940
C -1.55055 -0.81400 -2.47315
C -1.98617 -0.97382 -1.13291
N -1.30121 -0.59149 -0.09578
C -1.90399 -0.35453 1.16786
C -2.98232 -0.99469 1.71687
C -3.49905 -0.55882 2.95219
C -2.96779 0.52404 3.59691
C -1.85890 1.20800 3.04522
C -1.27149 2.35784 3.61508
C -0.21785 2.96891 2.98277
C 0.30004 2.40821 1.81448
N -0.20828 1.31276 1.26280
C -1.31124 0.73190 1.84373
C -2.32760 -1.38283 -3.50453
H -0.88970 0.07933 -6.17948
H 0.46930 1.12471 -4.39727
H -3.00154 -1.33935 -0.98992
H -3.43544 -1.84391 1.22079
H -4.33908 -1.08536 3.38279
H -3.38399 0.86684 4.53494
H -1.66367 2.75301 4.54387
H 0.24058 3.86123 3.38318
H 1.16373 2.83673 1.32402
H -3.12957 -2.06539 -3.25242
Cl 3.37027 -1.80138 4.67351
C 2.92820 -1.14550 3.12542
Cl 3.08819 0.62611 3.13824
Cl 3.96009 -1.83157 1.84676
C 1.43502 -1.47544 2.77406
O 0.74815 -2.07372 3.54354
O 1.06624 -1.03177 1.60352
C 4.92272 -0.52269 -2.24945
N 4.13672 0.61705 -2.70804
C 4.20468 1.14694 -3.97554
C 3.38677 2.22387 -4.00021
N 2.83057 2.34019 -2.74809
C 1.93663 3.40621 -2.31263
C 3.28978 1.35102 -1.96894
Se 2.92075 1.13495 -0.11759
H 5.97885 -0.32895 -2.42358
H 4.62875 -1.42034 -2.78992
H 4.76021 -0.66440 -1.18471
H 4.83172 0.73058 -4.74427
H 3.17255 2.91130 -4.79958
H 1.85172 4.13681 -3.11184
H 2.35152 3.89195 -1.43214
H 0.95434 2.99989 -2.08227
Cl -0.20308 -3.78320 0.21875
C 1.42786 -3.49163 -0.35313
Cl 1.57539 -1.96129 -1.29526
H 1.70846 -4.27834 -1.04459
H 2.10987 -3.41791 0.48677
```

Values from the calculation:
multiplicity	2
E	-179914.0317	eV
energy relative to the best compared isomer or geometry (same formula, charge and spin)	14.96	kcal/mol
total charge	+2

Record 2
C50H44N3OP2PtSi | wB97M-V/def2-TZVPD

```
102
C50H44N3OP2PtSi, DFT wB97M-V/def2-TZVPD
Pt 0.08772 1.01927 -0.11430
C 3.47250 0.22905 -0.23631
Si 1.96146 0.15954 -1.25859
C 2.08253 1.33217 -2.77739
C 3.08307 1.10096 -3.71117
C 3.31688 1.97651 -4.75411
C 2.55745 3.14849 -4.85591
C 1.57859 3.43012 -3.89931
C 1.38794 2.54629 -2.87119
P 0.00652 2.71519 -1.64126
C 0.31425 4.29109 -0.88084
C 1.61640 4.40980 -0.32424
C 1.87870 5.55137 0.41217
C 0.92865 6.54720 0.52462
C -0.25341 6.49782 -0.11976
C -0.60902 5.29070 -0.76093
C -1.61216 2.79820 -2.35218
C -1.72666 3.44818 -3.60118
C -3.00460 3.65952 -4.08706
C -4.18199 3.21247 -3.35359
C -4.05031 2.59868 -2.16040
C -2.75591 2.40661 -1.65865
C 1.53408 -1.63808 -1.79474
C 2.45150 -2.45396 -2.49207
C 2.05096 -3.71520 -2.97650
C 0.71874 -4.06521 -2.94636
C -0.19975 -3.23815 -2.31108
C 0.20276 -2.05539 -1.66002
P -0.93254 -0.87180 -0.94500
C -2.15669 -0.69429 -2.21752
C -1.71818 0.02325 -3.35133
C -2.58940 0.18509 -4.43926
C -3.81385 -0.52209 -4.42923
C -4.25927 -1.26921 -3.37319
C -3.39581 -1.34776 -2.22024
C -1.67685 -1.73369 0.54368
C -2.63366 -1.11194 1.32249
C -3.05466 -1.72778 2.48617
C -2.48285 -2.93156 2.92446
C -1.50886 -3.55908 2.10620
C -1.12251 -2.90824 0.90598
H 4.21900 -0.52058 -0.43426
H 3.08414 0.04110 0.81659
H 3.94928 1.24500 -0.30217
H 3.78460 0.20223 -3.62535
H 4.03132 1.78274 -5.56122
H 2.72837 3.96651 -5.61914
H 1.03580 4.34437 -3.94082
H 2.26640 3.51849 -0.27009
H 2.82956 5.61892 0.99434
H 1.22936 7.36123 1.16099
H -0.92266 7.28104 -0.04597
H -1.59811 5.07568 -1.01222
H -0.80817 3.70851 -4.12420
H -3.14640 4.07079 -5.06401
H -5.12567 3.41719 -3.82154
H -4.85896 2.27984 -1.59382
H -2.70972 1.93101 -0.64563
H 3.46728 -2.11916 -2.55094
H 2.77886 -4.47270 -3.33618
H 0.33266 -5.02542 -3.23590
H -1.22406 -3.60227 -2.24644
H -0.73025 0.49529 -3.45868
H -2.34098 0.72995 -5.28843
H -4.47329 -0.44724 -5.28282
H -5.19927 -1.75427 -3.46588
H -3.63076 -2.20422 -1.57645
H -3.05807 -0.20513 0.95296
H -3.89822 -1.29913 3.05592
H -2.84403 -3.29161 3.89699
H -1.03202 -4.46133 2.35774
H -0.28294 -3.30329 0.32827
C 3.96007 -6.54896 3.91562
C 3.33454 -5.19151 4.07864
C 3.25965 -4.57031 5.32788
C 2.62996 -3.37020 5.46930
C 1.99540 -2.73439 4.41806
N 1.10421 -1.57049 4.48430
C 0.02678 -1.53487 5.31805
O -0.27161 -2.39260 6.09391
N -0.78544 -0.38152 5.30659
C -0.92086 0.54544 4.29930
C -1.58415 1.76013 4.56945
C -1.80513 2.66501 3.50398
C -1.23339 2.42268 2.27798
N -0.59985 1.25531 2.04023
C -0.49670 0.29701 2.98272
C 2.11771 -3.33007 3.16859
C 2.76509 -4.54198 3.02236
H 3.24127 -7.21226 3.52950
H 4.29866 -7.01557 4.84925
H 4.80503 -6.55564 3.26127
H 3.59729 -5.13496 6.20307
H 2.46119 -3.01944 6.55101
H 1.38157 -0.80164 3.94384
H -1.40386 -0.26419 6.08080
H -2.03860 1.95878 5.54459
H -2.35880 3.61624 3.64747
H -1.17622 3.11060 1.45139
H -0.17700 -0.71040 2.64740
H 1.57006 -2.93512 2.30578
H 2.95838 -4.91278 1.99507
```

Values from the calculation:
multiplicity	3
E	-88779.2482	eV
total charge	+1

Record 3
C4H9NO | wB97M-V/def2-TZVPD

```
15
C4H9NO, DFT wB97M-V/def2-TZVPD
C 2.09410 -0.13818 -0.51614
N 2.12328 -0.32314 0.77721
C -1.32486 -0.76112 -0.76477
C -1.69698 0.35714 0.04209
C -0.66296 0.78798 1.00886
O 1.17644 0.42699 -1.17988
H 3.04161 -0.42027 -1.02164
H 2.99670 -0.75024 1.06200
H -1.14390 0.40357 -1.16396
H -2.00461 -1.08729 -1.55028
H -0.61339 -1.53089 -0.48620
H -2.77771 0.44804 0.13626
H 0.18088 0.99433 0.34210
H -0.95265 1.63223 1.63141
H -0.43596 -0.03916 1.68294
```

Values from the calculation:
E	-7826.4325	eV
energy relative to the best compared isomer or geometry (same formula, charge and spin)	135.77	kcal/mol
total charge	0

Record 4
C5H9NO | wB97M-V/def2-TZVPD

```
16
C5H9NO, DFT wB97M-V/def2-TZVPD
C -1.41024 -0.38028 -0.79649
C -0.80496 -0.02137 0.56461
O -0.77014 -1.17010 1.41633
C 0.65877 0.56683 0.59549
C 1.61408 -0.16000 -0.34267
C 0.16000 2.41732 -0.40342
N 0.88081 2.09782 0.48955
H -1.44529 0.49481 -1.45067
H -2.43498 -0.75678 -0.67533
H -0.83414 -1.16226 -1.30913
H -1.47169 0.68726 1.06692
H -0.66452 -1.96662 0.88728
H 0.95081 0.43529 1.62233
H 2.61537 0.25655 -0.23365
H 1.33306 -0.09760 -1.40291
H 1.65598 -1.22010 -0.06698
```

Values from the calculation:
E	-8866.2381	eV
energy relative to the best compared isomer or geometry (same formula, charge and spin)	68.59	kcal/mol
total charge	0

Record 5
C5H8O | wB97M-V/def2-TZVPD

```
14
C5H8O, DFT wB97M-V/def2-TZVPD
C -1.11613 -0.94418 -0.47700
C -0.64860 0.47416 -0.78452
C -0.22606 1.49307 0.23198
C 0.71452 1.05179 -0.53717
C 2.03210 -0.86894 0.52029
O 2.33388 -1.57604 -0.31656
H -0.71794 -1.36639 0.45114
H -2.20968 -0.94798 -0.39100
H -0.85801 -1.62723 -1.29547
H -1.16510 0.86454 -1.66671
H 0.09493 0.24902 2.11152
H -0.54006 2.25305 0.93078
H 1.69726 1.22736 -0.94480
H 0.65690 -0.23530 2.16276
```

Values from the calculation:
E	-7357.8154	eV
energy relative to the best compared isomer or geometry (same formula, charge and spin)	102.39	kcal/mol
total charge	0

Record 6
C50H57N3O4P2Pd | wB97M-V/def2-TZVPD

```
117
C50H57N3O4P2Pd, DFT wB97M-V/def2-TZVPD
Pd 0.33251 0.35697 0.02506
C 3.92833 1.41963 -1.01938
P 2.76652 0.55721 0.12277
C 2.81201 1.77413 1.50863
N 3.76853 1.69889 2.40400
C 3.77185 2.60306 3.41382
C 4.76614 2.54722 4.40855
C 4.77566 3.47897 5.41379
C 3.80093 4.49208 5.46480
C 2.81343 4.55733 4.51699
C 2.77991 3.61112 3.47409
N 1.79992 3.67273 2.54066
C 1.79070 2.77625 1.58068
P 0.42501 2.76446 0.32930
C 1.10984 3.96719 -0.87942
C -1.09197 3.68321 0.98180
C -0.85901 5.12268 1.45486
C -1.68279 2.82902 2.10677
C -2.07266 3.70583 -0.19182
C 3.75173 -0.97625 0.57380
C 3.04659 -1.64028 1.75767
C 3.60689 -1.88224 -0.65517
C 5.23409 -0.74116 0.88212
H 4.79923 1.75199 -0.45537
H 3.43827 2.28179 -1.46421
H 4.23085 0.74710 -1.81992
H 5.51197 1.76480 4.35412
H 5.54248 3.43841 6.17617
H 3.83200 5.22575 6.25936
H 2.04942 5.32364 4.54016
H 1.44936 4.86031 -0.35404
H 0.34375 4.22093 -1.60786
H 1.94231 3.51765 -1.41329
H -0.05388 5.18291 2.17066
H -1.77728 5.48256 1.92801
H -0.64112 5.78641 0.61498
H -1.02487 2.82198 2.97708
H -1.83904 1.80299 1.76580
H -2.64620 3.24364 2.41351
H -1.70802 4.32879 -1.01123
H -3.02539 4.12158 0.14380
H -2.24913 2.69552 -0.55879
H 2.00165 -1.82563 1.49975
H 3.09766 -1.01210 2.64876
H 3.52724 -2.59503 1.98389
H 2.55252 -1.97765 -0.92689
H 3.99008 -2.87711 -0.41840
H 4.16885 -1.49710 -1.50931
H 5.36119 0.02527 1.63656
H 5.79098 -0.46004 -0.01390
H 5.66042 -1.67497 1.25860
C -2.95467 -3.88514 -3.72358
C -1.89329 -2.79649 -3.55147
C -1.05654 -2.63830 -4.80572
O -1.04586 -3.07717 -2.46550
C -1.72707 -2.64881 -1.29138
C -2.55511 -1.42511 -1.81542
O -2.49916 -1.55796 -3.23317
C -2.23448 0.07738 -1.47705
O -1.82325 0.26890 -0.17450
C -3.58372 0.78686 -1.70930
C -4.10061 1.00715 -2.98314
C -5.33355 1.62356 -3.14581
C -6.07925 2.00492 -2.03953
C -5.58543 1.75505 -0.76753
C -4.34545 1.15309 -0.60485
C -1.11628 0.62576 -2.37707
C -1.13391 1.91937 -2.90023
C -0.03331 2.42735 -3.57483
C 1.11721 1.66589 -3.73489
C 1.14910 0.37803 -3.22681
C 0.04203 -0.14472 -2.55604
C -0.72331 -2.67264 -0.08819
O 0.35561 -1.80564 -0.20874
C -1.47844 -2.57017 1.25182
C -2.80464 -2.17917 1.38918
C -3.39330 -2.07339 2.64332
C -2.68379 -2.40445 3.78655
C -1.37504 -2.84522 3.66221
C -0.78035 -2.90884 2.41159
C -0.12610 -4.11609 -0.16404
C 0.99137 -4.32994 -0.96695
C 1.59807 -5.57390 -1.02812
C 1.10728 -6.62939 -0.27098
C -0.01828 -6.43441 0.51119
C -0.63686 -5.19006 0.55766
H -2.46289 -4.83810 -3.91800
H -3.61068 -3.62596 -4.55325
H -3.56060 -3.98127 -2.82248
H -0.48496 -3.55130 -4.96839
H -0.37513 -1.79667 -4.68467
H -1.70544 -2.45032 -5.65974
H -2.46096 -3.42060 -1.01744
H -3.59063 -1.58411 -1.49565
H -3.53990 0.68072 -3.85013
H -5.71381 1.80267 -4.14436
H -7.03839 2.48987 -2.17131
H -6.16631 2.03082 0.10474
H -3.94678 0.95790 0.38256
H -2.02011 2.53052 -2.80104
H -0.07686 3.42764 -3.99105
H 1.97134 2.07093 -4.26449
H 2.02572 -0.24415 -3.36947
H 0.05117 -1.18660 -2.27659
H -3.39909 -1.92697 0.52554
H -4.41912 -1.73274 2.72249
H -3.14513 -2.32603 4.76350
H -0.80808 -3.12770 4.54206
H 0.23960 -3.26363 2.32913
H 1.37347 -3.50626 -1.55000
H 2.46413 -5.71586 -1.66409
H 1.58964 -7.59860 -0.30224
H -0.41783 -7.25005 1.10231
H -1.52269 -5.06140 1.16573
N 0.62374 0.45616 3.21731
C 0.15918 0.11125 2.21025
H 1.02833 0.76111 4.07777
```

Values from the calculation:
multiplicity	3
E	-87491.4607	eV
total charge	0

Question: What is the total charge in the sixth record?
Answer: 0

Question: Which value of total charge does entry 3 give?
Answer: 0

Question: Which of these has the highest total charge?
Answer: C24H20Cl6N4O3ReSe

Question: total charge of number 2 (C50H44N3OP2PtSi)?
Answer: +1